[1]
Here is C6H10S2 in the gas phase from the Open Molecules 2025 dataset. Energies are from wB97M-V/def2-TZVPD.

- Relative energy (zero: lowest compared OMol25 entry of this formula, charge and spin): 2.3903 eV
- Energy: -28051.9498 eV
- SMILES: SC[C@@H]1CS[C@@H]2C[C@@H]12
- HOMO level: -8.4191 eV

Each line ends with the Löwdin charge.
CARTESIAN COORDINATES (ANGSTROEM)
H1 0.4562 -1.9727 -0.5478  0.05
S1 2.6765 -0.1564 -0.9533  0.72
C1 -1.5306 1.7978 -0.5709  -0.05
H2 -0.0518 0.0478 1.6127  0.13
H3 -1.8165 2.5202 0.1831  0.10
S2 -1.8986 -1.3222 -0.7288  0.86
H4 -1.5759 2.1759 -1.6008  0.11
C2 0.2882 -0.1140 0.6127  -0.38
H5 -0.3900 -2.1907 0.9963  0.07
C3 1.8140 -0.0273 0.6398  -0.52
H6 2.0843 0.9566 1.0426  0.08
C4 -0.4599 0.7735 -0.3723  -0.33
H7 2.6176 -1.4893 -1.0975  -0.15
C5 -1.8999 0.3799 -0.1880  -0.56
H8 -0.1240 0.4922 -1.3722  0.11
H9 -2.1701 0.4058 0.8640  0.09
H10 2.2278 -0.7485 1.3269  0.07
C6 -0.2475 -1.5287 0.1535  -0.38



[2]
Here is 2 unconnected molecules or ions with the total composition C2H8NO2 from the Open Molecules 2025 dataset. Energies are from wB97M-V/def2-TZVPD.

- Relative energy (zero: lowest compared OMol25 entry of this formula, charge and spin): 0.6147 eV
- Energy: -7788.5701 eV
- Charge: -1
- HOMO level: -3.1003 eV

Each line ends with the Löwdin charge.
CARTESIAN COORDINATES (ANGSTROEM)
H1 1.9411 -2.2531 -1.1273  0.05
C1 1.2444 -1.5284 -0.7291  -0.25
H2 -2.2613 0.8696 0.4083  0.07
O1 -0.7110 1.0041 -0.8964  -0.29
H3 0.6718 -2.0011 0.0546  0.05
H4 -1.1994 2.3557 0.5242  0.07
O2 0.4344 -1.0903 -1.7770  -0.19
H5 0.4926 0.5634 1.2437  0.01
C2 -1.2313 1.2616 0.2919  -0.56
H6 -0.0176 -0.2329 -1.4636  0.00
H7 -0.6373 1.1537 2.2761  0.02
N1 -0.4948 0.5810 1.4450  -0.04
H8 1.7685 -0.6834 -0.2503  0.06



[3]
Here is a molecular structure, C5H11N3O2 from the Open Molecules 2025 dataset. Energies are from wB97M-V/def2-TZVPD.

- Relative energy (zero: lowest compared OMol25 entry of this formula, charge and spin): 5.1982 eV
- Energy: -13924.4793 eV
- HOMO level: -8.3191 eV

Each line ends with the Löwdin charge.
CARTESIAN COORDINATES (ANGSTROEM)
C1 -1.1065 -0.0473 -0.1203  -0.08
C2 0.9251 -0.4494 -1.1492  -0.10
H1 -0.7956 -1.7862 -1.3487  0.14
H2 1.2338 0.4489 -1.6826  0.11
H3 0.9316 0.3685 2.8288  0.09
C3 1.3318 1.2199 2.2828  -0.07
H4 2.3239 1.4534 2.6725  0.08
H5 1.5574 1.6906 0.2672  0.14
N1 -1.0613 -0.0436 -2.5847  0.04
N2 -1.8249 -0.7935 0.8053  -0.44
H6 -2.0608 -0.1795 -2.6835  0.08
C4 -0.5723 -0.7088 -1.3934  -0.37
O1 -2.4738 -0.1852 1.6513  0.03
H7 0.7950 -1.0588 0.9774  0.14
O2 -1.7061 -2.0163 0.7948  0.02
H8 -1.4065 0.9891 -0.1806  0.14
H9 -0.6073 -0.4239 -3.4064  0.07
N3 1.4224 0.8969 0.8791  -0.06
C5 0.8244 -0.1811 0.3411  -0.17
H10 1.5937 -1.2696 -1.4072  0.11
H11 0.6763 2.0758 2.4564  0.09



[4]
Here is a molecular structure, C36H58As2BCoN5O3Si from the Open Molecules 2025 dataset. Energies are from wB97M-V/def2-TZVPD.

- Relative energy (zero: lowest compared OMol25 entry of this formula, charge and spin): 0.0000 eV
- Energy: -219726.1350 eV
- Charge: +1
- HOMO level: -10.3029 eV

Each line ends with the Löwdin charge.
CARTESIAN COORDINATES (ANGSTROEM)
H1 -4.9759 -0.2314 1.7134  0.06
H2 3.1229 -5.1581 -1.0985  0.10
H3 -4.5027 1.7052 1.9798  0.09
C1 -3.1015 3.2072 -0.8751  -0.11
C2 -3.2092 -1.8259 -0.7958  -0.09
N1 3.0421 -0.6461 2.3896  0.19
H4 2.7407 4.8782 -1.9175  0.10
C3 -3.3362 -0.9181 0.4369  -0.58
H5 -3.5835 -2.8274 -0.5523  0.08
O1 1.5906 -2.7325 0.6396  0.09
H6 3.7777 -3.9677 0.0327  0.09
H7 3.5504 -0.0381 -0.7061  0.10
H8 -0.4697 0.1674 -4.3814  0.05
H9 3.0299 0.0816 4.9738  0.10
O2 0.3052 -2.6354 -1.2435  0.06
H10 1.4423 -4.4940 -2.7627  0.08
H11 -1.6292 -1.8570 1.4133  0.05
H12 -0.2361 1.9989 1.8732  0.04
H13 -0.2040 4.2487 0.7579  0.02
C4 2.9055 3.1230 -4.7985  -0.07
H14 2.7349 3.4006 1.7173  0.02
H15 -0.1204 -0.1418 2.1127  0.06
H16 3.2794 4.3167 0.2997  0.02
H17 1.8980 -0.7840 6.0000  0.09
C5 2.6323 4.0414 -2.5976  -0.10
C6 2.3971 -0.8063 5.0365  -0.03
C7 -3.0916 1.8288 -1.1133  -0.20
H18 2.4699 -5.0283 1.7803  0.09
H19 -0.3039 -4.7603 -2.7906  0.10
H20 3.6149 -1.1018 3.0785  0.13
C8 2.9845 3.3316 0.6583  -0.28
H21 -1.7181 -4.2531 -0.8823  0.09
H22 -4.5081 1.9172 -4.2142  0.10
H23 -0.1137 -1.2719 5.3622  0.10
H24 -2.7426 -1.0454 2.5394  0.07
H25 5.4758 -0.5508 0.3000  0.12
C9 -3.5904 4.1092 -1.8112  -0.08
C10 1.9320 1.7830 -3.0439  -0.38
C11 -3.5617 2.0272 2.4108  -0.09
H26 3.0368 -3.4311 -1.4818  0.08
C12 -0.8828 -4.4490 -0.2122  0.00
H27 -0.4513 0.1802 4.3945  0.09
H28 3.8172 2.6401 0.5350  0.01
C13 1.6399 -4.0614 0.0565  -0.46
C14 -3.5924 2.7827 3.5738  -0.07
H29 3.2228 3.2292 -5.8275  0.11
C15 -2.3572 1.6968 1.7777  -0.22
C16 -0.5960 0.1010 -3.3015  -0.21
C17 2.0738 2.8449 -2.1512  -0.40
H30 0.7050 -4.9247 1.8070  0.09
H31 1.7823 -2.1771 -3.1729  0.01
H32 -3.6261 0.3389 -2.5772  0.08
Si1 -2.3247 0.6728 0.1720  0.48
B1 0.9271 -1.9124 -0.2549  -0.64
C18 -4.1070 2.2867 -3.2788  -0.08
H33 2.2372 1.1166 -5.0716  0.10
C19 0.4121 -4.0490 -0.9015  -0.45
H34 1.9521 -1.0462 -4.5255  0.03
H35 -2.1727 -1.9197 -1.1251  0.05
C20 -4.0945 3.6498 -3.0186  -0.08
H36 0.8488 5.1230 -0.3832  0.03
H37 5.4863 -0.7557 1.9933  0.11
C21 2.9722 -4.1645 -0.6760  0.00
Co1 1.0244 0.0061 -0.0893  0.06
H38 -0.8806 -5.5114 0.0338  0.10
As1 1.4321 2.6499 -0.3156  1.21
C22 0.2737 4.2122 -0.2206  -0.25
H39 3.1962 -1.0908 -3.2633  0.04
C23 3.6194 -0.4839 1.1532  -0.44
H40 -3.8105 -1.4647 -1.6309  0.07
C24 -2.4104 3.2491 4.1355  -0.09
H41 3.4794 5.1163 -4.2452  0.11
H42 -1.1007 -0.8239 -3.0258  0.04
C25 -0.0260 -0.8279 4.3749  -0.01
C26 2.1289 -1.1873 -3.4610  -0.23
H43 -0.2774 3.3446 3.9295  0.10
H44 -3.5880 5.1701 -1.5922  0.10
H45 -5.3438 -1.6600 0.7579  0.09
C27 0.5936 -4.8452 -2.1782  0.00
H46 -5.3026 -0.0747 -0.0184  0.08
H47 -0.6007 -1.4423 3.6822  0.08
H48 1.5120 -6.0973 0.7538  0.10
C28 -1.1863 2.1949 2.3552  -0.14
H49 -0.4959 4.1201 -0.9851  0.02
N2 0.8366 -0.2342 1.7975  0.13
H50 -1.1775 0.9429 -2.9329  0.02
N3 1.3821 -0.8244 3.9913  -0.12
N4 4.9563 -0.7310 1.1405  0.18
H51 -4.5412 3.0180 4.0392  0.11
C29 -3.6096 1.3947 -2.3388  -0.11
C30 -2.6832 -1.6422 1.6232  -0.10
H52 -1.0409 -3.8762 0.7021  0.08
N5 2.9552 -0.1351 0.1071  0.08
C31 3.0484 4.1817 -3.9109  -0.07
H53 0.7469 -5.9013 -1.9481  0.10
As2 1.1222 0.1198 -2.4357  1.23
C32 -1.2040 2.9622 3.5157  -0.10
O3 -0.8335 0.2393 -0.2112  -0.39
H54 -4.4836 4.3476 -3.7488  0.10
C33 1.5698 -5.0889 1.1673  0.00
C34 -4.8205 -0.6977 0.7389  -0.08
H55 -3.1855 -2.5973 1.8151  0.09
H56 -2.7369 3.5878 0.0720  0.09
C35 2.3497 1.9305 -4.3663  -0.10
C36 1.6889 -0.5532 2.7015  -0.36
H57 3.0216 -1.7049 5.0203  0.09
H58 -2.4343 3.8453 5.0386  0.10